DFT (ωB97M-V/def2-TZVPD) results for a structure of composition C21H30F3N3O6PPdS2.

```
67
Properties=species:S:1:pos:R:3:forces:R:3
C -2.925 1.368 -1.736 -0.08 -0.13 0.08
H 1.841 -5.573 2.402 0.00 -0.01 0.01
H 2.498 -1.346 -5.251 0.02 0.03 -0.01
C 2.507 -0.977 -4.223 0.03 -0.04 0.03
H 5.285 0.457 0.314 0.01 0.02 -0.01
H 0.164 -0.195 -5.466 0.00 -0.02 0.00
H 4.433 0.764 -1.216 -0.02 0.00 -0.01
C -2.344 3.417 1.980 0.02 -0.01 -0.01
O 0.037 -0.760 2.682 -0.02 0.02 -0.41
C 1.276 -2.466 3.556 -0.06 0.05 -0.03
F -5.165 1.090 2.611 -0.01 0.01 -0.04
C -3.440 0.458 0.356 0.11 -0.08 -0.17
C -4.197 1.893 -1.864 -0.07 -0.03 0.06
H 2.935 0.021 -4.193 -0.02 0.03 0.01
H 2.206 0.156 2.399 -0.01 0.02 0.00
H -2.372 3.435 0.893 -0.02 0.00 0.00
O -0.455 1.980 1.634 -0.06 0.10 -0.28
P 1.441 0.712 -1.584 0.22 0.00 -0.15
O 0.133 1.382 -1.203 -0.17 -0.56 0.13
H 1.454 -1.748 4.341 0.01 0.00 0.01
C 1.086 -0.985 -3.676 -0.17 0.04 0.00
C 1.461 -4.562 2.455 -0.03 -0.01 -0.14
H 3.885 2.482 1.308 0.00 0.02 0.00
H 0.607 1.036 -4.274 0.00 0.00 0.01
H 0.438 -4.660 0.570 0.00 -0.01 0.00
F -6.832 1.432 1.274 0.01 0.00 -0.02
H 2.391 -4.076 4.353 0.01 -0.01 -0.01
H -0.533 -2.390 -3.392 0.00 0.01 0.03
C 4.391 0.229 -0.270 0.05 0.03 0.03
H -1.958 2.403 4.350 0.01 0.00 0.01
H 3.137 -1.639 -3.625 -0.01 -0.02 0.00
C 0.193 -2.756 1.484 -0.01 0.21 0.04
H 4.374 -0.843 -0.470 -0.01 -0.01 0.02
C 0.490 -2.383 -3.773 0.01 0.03 -0.05
C 3.046 2.135 0.701 0.06 -0.01 0.06
C -4.741 0.961 0.297 -0.02 0.00 -0.09
Pd -0.763 0.055 0.398 -0.15 1.01 0.37
H -0.621 1.363 3.968 0.00 0.01 0.02
H -4.471 2.464 -2.739 -0.01 0.01 0.00
O 1.073 -0.702 -2.263 0.16 -0.04 0.09
S -0.740 -2.185 0.143 0.08 -0.28 -0.43
C 3.151 0.627 0.519 -0.04 -0.08 -0.07
H 1.084 -3.079 -3.180 0.01 -0.01 0.01
C 1.772 -3.739 3.535 0.00 -0.01 0.05
H -2.099 4.418 2.339 0.01 0.00 0.00
H -2.132 1.511 -2.460 0.02 0.01 0.01
H -3.318 3.137 2.382 -0.01 -0.02 0.00
H -6.113 2.066 -0.907 -0.01 0.00 0.01
H -0.808 -0.005 -3.997 0.00 0.00 0.01
F -6.043 -0.564 1.534 0.03 0.03 -0.01
O 1.971 0.125 -0.170 0.26 -0.10 0.09
N -2.604 0.645 -0.670 0.19 0.17 0.12
C 3.129 -0.075 1.868 0.05 0.00 -0.05
S -2.579 -0.365 1.645 -0.56 -0.11 0.31
O 2.443 1.478 -2.350 -0.03 0.02 -0.01
C 0.206 0.029 -4.399 0.03 0.00 -0.07
H 2.114 2.384 1.210 -0.01 0.00 0.00
C -1.278 2.451 2.417 0.10 -0.03 0.17
C 0.680 -4.064 1.438 0.13 -0.10 0.18
H 3.982 0.249 2.467 0.00 0.00 0.01
H 3.199 -1.156 1.727 -0.01 -0.01 0.00
N 0.489 -1.987 2.562 0.06 -0.09 0.09
C -5.109 1.669 -0.837 0.03 0.01 0.01
C -5.699 0.730 1.424 -0.03 -0.02 0.10
H 3.075 2.643 -0.261 -0.01 -0.01 -0.02
H 0.480 -2.723 -4.809 -0.01 0.00 -0.01
N -1.217 2.142 3.725 -0.04 -0.04 -0.05
```
Forces are in eV/Å.

## Properties
LUMO energy (alpha / beta)	-1.56 / -1.35	eV
multiplicity	2
relative energy (zero: lowest compared OMol25 entry of this formula, charge and spin)	31.60	kcal/mol
M	679.0	g mol⁻¹
highest occupied orbital energy (alpha / beta)	-8.14 / -8.13	eV